Below is a structure of composition H26O13 at a distorted geometry, with properties calculated with wB97M-V/def2-TZVPD.

Calculated values
Highest occupied orbital energy: -7.394 eV
Relative energy (zero: lowest compared OMol25 entry of this formula, charge and spin): 947.0 kJ/mol
Lowest unoccupied orbital energy: -0.226 eV
Orbital gap: 7.17 eV
M: 234.2 g mol⁻¹

The geometry in XYZ format:
```
39
Properties=species:S:1:pos:R:3:forces:R:3
H 0.076344 -0.814257 -0.241221 0.385 0.644 -0.890
H 0.026818 0.003935 -1.534932 -0.860 1.121 -0.284
H 5.339645 -2.852334 -1.521536 0.519 -0.884 0.128
H 4.806759 -1.627638 -1.183846 -1.970 3.850 -1.361
H -1.154746 -1.774146 0.568806 0.710 0.821 0.926
H -0.648641 -3.199146 0.212892 -0.813 0.992 0.134
H 3.403101 -2.228207 -0.179567 2.523 -1.293 -0.635
H 2.397160 -1.885281 0.683899 -0.869 0.483 0.133
H 2.945305 0.916824 -0.377078 0.218 0.671 -0.435
H 3.562808 2.253141 0.019257 1.098 0.746 2.057
H -2.765413 2.374610 -3.265750 1.264 0.739 1.075
H -1.394831 2.358737 -2.583605 3.219 -2.854 0.165
H -0.631290 3.313187 -1.280607 -0.472 0.497 -1.639
H -0.818169 2.290440 -0.163365 0.043 0.024 -0.295
H -1.473357 -0.824168 -1.702491 -1.625 0.151 1.981
H -2.367404 -0.597658 -0.310124 0.135 -0.434 -0.738
H 0.522325 2.250968 1.433486 -0.845 0.067 -0.535
H 1.698380 2.454512 0.490594 -0.653 -0.535 -0.178
H -4.050520 -1.260770 1.130648 -0.100 2.488 1.529
H -4.426265 -0.201576 2.304555 -0.425 -0.349 0.383
H -3.590838 -2.766469 -1.979121 1.503 0.799 2.011
H -3.909668 -1.888177 -0.835659 0.093 0.216 0.063
H -1.648199 0.288167 4.063583 -0.236 0.191 0.837
H -1.860997 -0.344731 2.709219 0.738 0.778 0.462
H 2.116976 1.874267 2.364612 0.051 -0.576 0.631
H 2.411808 0.635560 1.387864 0.838 1.897 2.041
O 0.599889 -0.492143 -0.993366 1.610 -1.107 0.736
O 5.248142 -2.284186 -0.754186 1.734 -2.890 1.062
O -1.409475 -2.568136 0.139324 2.062 -2.494 0.831
O 2.599311 -1.774899 -0.253435 -1.348 0.469 1.036
O 3.215759 1.796552 -0.702550 -0.770 -1.455 -2.564
O -2.127246 2.865720 -2.676471 -4.667 1.893 -1.602
O -0.508328 3.179436 -0.371691 0.243 0.029 1.940
O -1.909498 -0.203075 -1.052462 0.546 1.623 -1.419
O 1.249761 1.775190 1.022035 -10.413 3.199 -4.911
O -3.972898 -0.292226 1.472461 0.643 -2.409 -1.800
O -3.125010 -2.371086 -1.138651 -4.199 -1.729 -3.751
O -1.206332 0.182128 3.232532 -0.544 -0.896 -1.365
O 2.778823 1.436951 1.865954 10.633 -4.484 4.240
```
Forces are in eV/Å.

For reference, the natural (NBO) charges in units of e are: number 1, H, carries 0.46; number 2, H, carries 0.46; number 3, H, carries 0.47; number 4, H, carries 0.47; number 5, H, carries 0.45; number 6, H, carries 0.49; number 7, H, carries 0.47; number 8, H, carries 0.45; number 9, H, carries 0.48; number 10, H, carries 0.48; number 11, H, carries 0.48; number 12, H, carries 0.45; number 13, H, carries 0.47; number 14, H, carries 0.48; number 15, H, carries 0.50; number 16, H, carries 0.48; number 17, H, carries 0.46; number 18, H, carries 0.50; number 19, H, carries 0.48; number 20, H, carries 0.49; number 21, H, carries 0.47; number 22, H, carries 0.45; number 23, H, carries 0.47; number 24, H, carries 0.47; number 25, H, carries 0.49; number 26, H, carries 0.49; number 27, O, carries -0.92; number 28, O, carries -0.92; number 29, O, carries -0.93; number 30, O, carries -0.93; number 31, O, carries -0.95; number 32, O, carries -0.94; number 33, O, carries -0.95; number 34, O, carries -0.99; number 35, O, carries -0.97; number 36, O, carries -0.96; number 37, O, carries -0.92; number 38, O, carries -0.94; number 39, O, carries -0.98


Below is a structure of composition H26O13 at a distorted geometry, with properties calculated with wB97M-V/def2-TZVPD.

Calculated values
Highest occupied orbital energy: -8.862 eV
Relative energy (zero: lowest compared OMol25 entry of this formula, charge and spin): 683.5 kJ/mol
Lowest unoccupied orbital energy: -0.213 eV
Orbital gap: 8.65 eV
M: 234.2 g mol⁻¹

The geometry in XYZ format:
```
39
Properties=species:S:1:pos:R:3:forces:R:3
H 0.126211 0.566551 1.324135 -0.396 -0.521 -0.407
H 0.538964 -0.014799 -0.018143 -0.707 -0.145 0.804
H 3.435705 1.266310 -2.077809 -0.029 0.128 -0.154
H 2.072453 1.674666 -2.611505 -0.111 0.339 0.120
H 0.045228 1.650436 -2.005250 -0.193 -0.024 -0.177
H 1.146412 1.053616 -1.144296 0.263 -0.394 -0.392
H 0.264216 -4.140235 -1.368289 -0.076 -0.086 0.065
H -0.390614 -4.672667 -0.104264 0.018 -0.023 -0.061
H -4.183005 -0.003188 0.989403 0.083 -0.128 0.076
H -3.912644 -1.354169 0.347689 0.048 0.037 0.103
H -1.501155 -1.431524 5.149803 -0.067 -0.035 -0.071
H -2.789814 -2.210341 4.942804 -0.003 0.045 -0.117
H 1.135740 -2.078977 -3.323932 0.034 0.056 -0.091
H 2.515756 -2.247348 -3.938136 0.000 0.156 -0.084
H -4.055157 2.812101 0.681648 0.018 0.165 0.026
H -2.806048 3.151418 -0.114990 0.165 0.117 -0.056
H -0.083702 0.514187 -4.355501 0.104 -0.019 -0.105
H -0.531010 1.327971 -5.558711 0.001 0.047 0.117
H 1.690365 -3.088991 0.350819 -0.140 -0.213 0.076
H 0.705893 -2.797809 1.471564 -0.017 0.158 -0.027
H 0.921998 1.709711 4.456179 0.062 0.061 0.042
H 1.696602 0.553274 5.066657 0.088 0.054 -0.047
H 2.748417 -0.342361 0.760354 0.064 -0.217 0.275
H 2.084290 0.779541 1.541578 0.262 0.234 0.011
H -0.528578 2.377679 0.237111 0.080 -0.262 -0.070
H -0.283231 3.875462 0.156549 -0.634 0.709 0.500
O -0.237321 0.238287 0.494027 -2.810 0.383 -0.136
O 2.954038 1.412547 -2.899759 0.545 -0.298 -0.154
O 0.683294 1.880353 -1.320415 4.311 -5.665 -5.154
O 0.319417 -4.859252 -0.728791 0.035 0.063 -0.032
O -4.043062 -0.932261 1.204412 -0.140 0.052 -0.167
O -2.099157 -1.741907 4.460566 0.103 -0.023 0.210
O 1.688667 -1.764860 -4.048219 -0.147 -0.178 0.168
O -3.415065 3.517840 0.536026 -0.094 -0.239 0.009
O -0.673303 1.232864 -4.610186 0.024 -0.118 0.050
O 1.225904 -2.364741 0.785247 0.142 -0.657 -0.237
O 1.819155 1.390274 4.604704 -0.172 -0.105 -0.084
O 1.883136 0.001586 1.009307 3.180 0.412 0.537
O -0.168993 3.058759 -0.342386 -3.894 6.134 4.637
```
Forces are in eV/Å.

For reference, the natural (NBO) charges in units of e are: number 1, H, carries 0.46; number 2, H, carries 0.48; number 3, H, carries 0.45; number 4, H, carries 0.48; number 5, H, carries 0.48; number 6, H, carries 0.43; number 7, H, carries 0.47; number 8, H, carries 0.47; number 9, H, carries 0.46; number 10, H, carries 0.47; number 11, H, carries 0.46; number 12, H, carries 0.47; number 13, H, carries 0.46; number 14, H, carries 0.47; number 15, H, carries 0.46; number 16, H, carries 0.48; number 17, H, carries 0.48; number 18, H, carries 0.47; number 19, H, carries 0.47; number 20, H, carries 0.48; number 21, H, carries 0.47; number 22, H, carries 0.47; number 23, H, carries 0.48; number 24, H, carries 0.48; number 25, H, carries 0.48; number 26, H, carries 0.43; number 27, O, carries -0.95; number 28, O, carries -0.96; number 29, O, carries -0.88; number 30, O, carries -0.94; number 31, O, carries -0.93; number 32, O, carries -0.93; number 33, O, carries -0.93; number 34, O, carries -0.94; number 35, O, carries -0.95; number 36, O, carries -0.95; number 37, O, carries -0.94; number 38, O, carries -0.95; number 39, O, carries -0.92


Below is a cluster of 13 separate species, H26O13 in total at a distorted geometry, with properties calculated with wB97M-V/def2-TZVPD.

Calculated values
Highest occupied orbital energy: -11.333 eV
Relative energy (zero: lowest compared OMol25 entry of this formula, charge and spin): 655.8 kJ/mol
Lowest unoccupied orbital energy: -0.186 eV
Orbital gap: 11.15 eV
M: 234.2 g mol⁻¹

The geometry in XYZ format:
```
39
Properties=species:S:1:pos:R:3:forces:R:3
O 0.670274 1.473516 0.055036 -3.213 -0.634 1.157
H 0.778302 1.844674 0.933790 0.494 0.291 0.410
H -0.314385 1.109605 0.099487 2.879 1.143 -0.095
O 2.123970 -2.148783 -0.711455 5.354 -1.353 -1.330
H 3.091037 -1.825525 -0.507953 -3.468 -0.718 -0.142
H 1.432708 -1.648093 -0.362059 -1.053 1.659 1.494
O 0.109489 0.412067 -3.647277 -1.947 -5.126 -5.723
H 0.045150 0.545029 -2.802208 -0.378 1.674 7.216
H 0.568596 1.087472 -4.012166 2.262 3.418 -1.533
O -0.020697 -0.674914 -0.692609 0.074 8.303 6.381
H -0.074113 -1.333556 -1.210876 -0.625 -7.854 -6.218
H 0.492411 0.072382 -1.039404 0.090 -0.958 -0.008
O -2.651895 1.961181 2.388277 -0.936 -0.849 5.138
H -2.584070 2.581961 1.755816 0.643 2.275 -3.876
H -2.464334 1.053738 2.303315 0.382 -1.489 -1.330
O -3.574359 -0.698163 1.789076 0.240 -1.999 -2.499
H -3.468038 -1.351981 0.982425 -0.202 2.039 2.406
H -4.216484 -0.060405 1.459375 -0.141 0.059 0.052
O 1.210897 2.692140 -2.182888 4.145 0.010 1.491
H 1.264646 2.283061 -1.271928 -1.248 0.580 -1.030
H 2.242077 2.881570 -2.137214 -2.854 -0.145 -1.085
O -2.764422 -0.512296 -2.077335 -0.457 0.532 -0.123
H -2.130457 0.173437 -2.288050 -0.121 0.531 -0.301
H -2.177159 -1.204306 -1.818845 0.334 -1.094 0.431
O -1.257900 -1.840613 2.917278 -2.224 1.283 1.298
H -2.206100 -1.843335 3.248876 1.479 1.071 -0.367
H -1.278610 -2.737680 2.690900 0.912 -2.409 -0.923
O 3.788145 1.406129 -1.339750 0.453 -1.640 0.861
H 4.397865 0.753084 -0.935154 0.765 1.150 -0.395
H 3.049574 0.817606 -1.157425 -1.190 0.465 -0.441
O -0.134128 -2.782547 -2.169271 1.721 2.952 -3.215
H 0.850971 -2.690969 -2.405598 -1.294 -1.130 1.248
H -0.320171 -1.989445 -2.814469 -0.583 -2.201 1.088
O 1.510486 -1.053776 2.189220 7.123 3.197 -3.181
H 1.146060 -0.674258 1.420130 -1.037 0.533 -1.103
H 0.912144 -1.428494 2.665872 -6.212 -3.559 4.392
O 0.913737 2.056015 3.574872 0.034 11.403 -3.933
H 0.046121 2.002474 3.260682 -2.477 0.729 -0.840
H 0.992648 1.291998 3.849506 2.279 -12.138 4.625
```
Forces are in eV/Å.

For reference, the natural (NBO) charges in units of e are: number 1, O, carries -1.00; number 2, H, carries 0.52; number 3, H, carries 0.51; number 4, O, carries -0.99; number 5, H, carries 0.49; number 6, H, carries 0.48; number 7, O, carries -0.92; number 8, H, carries 0.44; number 9, H, carries 0.49; number 10, O, carries -0.96; number 11, H, carries 0.46; number 12, H, carries 0.48; number 13, O, carries -0.99; number 14, H, carries 0.48; number 15, H, carries 0.51; number 16, O, carries -0.97; number 17, H, carries 0.49; number 18, H, carries 0.49; number 19, O, carries -0.99; number 20, H, carries 0.48; number 21, H, carries 0.48; number 22, O, carries -0.93; number 23, H, carries 0.47; number 24, H, carries 0.46; number 25, O, carries -0.95; number 26, H, carries 0.49; number 27, H, carries 0.46; number 28, O, carries -0.93; number 29, H, carries 0.47; number 30, H, carries 0.46; number 31, O, carries -0.94; number 32, H, carries 0.50; number 33, H, carries 0.47; number 34, O, carries -0.93; number 35, H, carries 0.47; number 36, H, carries 0.47; number 37, O, carries -0.90; number 38, H, carries 0.46; number 39, H, carries 0.44